[1]
17
Properties=species:S:1:pos:R:3:mulliken_charge:R:1 method="wB97M-V/def2-TZVPD" homo_ev=-9.3 lumo_ev=1.158 max_force_ha_per_bohr=0.00735 energy_ev=-8429.5546 total_charge=0 e_above_lowest_kj_mol=162.7
C 2.2873 -0.1449 -0.0964 -1.203
C 1.1255 0.8047 0.1927 -0.302
C -0.0425 0.0164 0.7424 0.221
O -1.1867 0.7981 1.1667 -0.459
C -2.0473 -0.0736 0.4398 -0.152
C -1.8093 0.0708 -1.0201 -0.678
C -0.9106 -0.8188 -0.1908 -0.370
H 2.0053 -0.8879 -0.8520 0.312
H 2.5772 -0.6906 0.8100 0.314
H 3.1691 0.3883 -0.4624 0.349
H 0.8196 1.3317 -0.7194 0.180
H 1.4214 1.5678 0.9232 0.310
H 0.2881 -0.5941 1.5951 0.292
H -2.9416 -0.4466 0.9255 0.371
H -2.4944 -0.4684 -1.6687 0.268
H -1.4623 1.0269 -1.4062 0.168
H -0.7988 -1.8796 -0.3794 0.379

[2]
17
Properties=species:S:1:pos:R:3:mulliken_charge:R:1 method="wB97M-V/def2-TZVPD" homo_ev=-8.5 lumo_ev=0.777 max_force_ha_per_bohr=0.01260 energy_ev=-8428.1347 total_charge=0 e_above_lowest_kj_mol=299.6
C -1.8039 -0.7101 -0.2342 -1.737
C -0.4771 -0.1489 0.2661 1.094
O -0.5581 -0.2043 1.7012 -0.561
C -0.1682 1.3079 -0.2087 -0.621
C 1.3320 1.5049 -0.3883 -0.737
C 1.8286 0.1745 -0.3396 -0.209
C 0.7712 -0.9223 -0.2414 -0.750
H -1.9584 -1.7278 0.1483 0.391
H -1.8222 -0.7398 -1.3312 0.376
H -2.6335 -0.0830 0.1171 0.384
H 0.2084 0.2736 2.0619 0.374
H -0.5530 1.4587 -1.2340 0.333
H -0.6648 2.0601 0.4196 0.409
H 1.9836 0.9069 0.6634 0.178
H 2.8751 -0.0632 -0.5639 0.462
H 1.0329 -1.7606 0.4168 0.322
H 0.6075 -1.3267 -1.2534 0.291